(1)
The following is a DFT calculation (ωB97M-V with the def2-TZVPD basis set) of a structure of composition C49H50F2N7O7RhS in a non-equilibrium geometry.

Each line ends with the Mulliken charge.
Geometry (Å):
Rh: 1.809 1.998 -1.155  -1.5385
F: -1.408 -5.321 -2.025  -0.4323
C: -1.554 -4.603 -0.857  -0.0633
C: -1.124 -3.270 -0.941  -0.9019
C: -1.003 -2.530 0.263  0.3229
C: -0.543 -1.078 0.294  1.4477
O: -0.845 -0.287 -0.604  -0.4869
C: 0.151 -0.737 1.469  -0.3636
C: -0.038 -1.507 2.569  -0.8230
N: -1.017 -2.487 2.673  0.4528
C: -1.651 -2.602 3.919  -0.1096
C: -1.512 -3.921 4.770  -0.5555
C: -2.807 -3.424 4.228  -0.5380
C: -1.250 -3.228 1.472  -0.9080
C: -1.744 -4.558 1.501  -0.0291
C: -2.025 -5.272 0.329  -0.6716
N: -2.885 -6.355 0.231  0.3245
C: -2.632 -7.668 0.877  -0.5561
C: -3.962 -8.160 1.445  -0.6330
N: -4.998 -8.385 0.298  -0.0989
C: -4.622 -7.641 -0.994  -1.0301
C: -3.999 -6.257 -0.707  -0.3635
C: 0.932 0.576 1.679  -0.3802
O: 1.373 0.704 2.837  -0.7070
O: 0.977 1.491 0.755  0.2818
H: -0.878 -2.864 -1.896  1.0148
H: 0.580 -1.344 3.482  0.7460
H: -1.497 -1.738 4.642  0.4910
H: -1.371 -3.673 5.820  0.3066
H: -1.091 -4.801 4.293  0.2210
H: -3.495 -2.947 4.911  0.3017
H: -3.199 -4.093 3.469  0.2189
H: -1.886 -5.034 2.478  0.3650
H: -1.848 -7.605 1.660  0.4189
H: -2.272 -8.407 0.103  0.2819
H: -4.380 -7.448 2.177  0.3459
H: -3.838 -9.139 1.946  0.3771
H: -5.972 -8.258 0.581  0.3543
H: -4.988 -9.400 0.064  0.3773
H: -5.504 -7.504 -1.608  0.4241
H: -3.925 -8.283 -1.527  0.3804
H: -4.836 -5.667 -0.332  0.2284
H: -3.645 -5.783 -1.644  0.4366
C: 3.074 4.565 5.932  -2.3114
C: 2.549 3.710 4.770  2.5902
C: 1.047 3.471 4.998  -1.5341
C: 3.266 2.342 4.810  -1.4624
C: 2.731 4.383 3.389  -0.4639
C: 3.160 5.726 3.280  -0.3730
C: 3.413 6.306 2.045  -1.2098
C: 3.408 5.472 0.931  0.9957
S: 4.155 5.775 -0.584  -0.2904
C: 3.732 4.176 -1.051  0.4888
N: 2.951 3.472 -0.208  0.1395
C: 2.861 4.173 0.979  -1.2683
C: 2.452 3.648 2.243  0.9527
C: 4.011 3.506 -2.299  0.6315
C: 5.147 3.690 -3.087  -0.7056
C: 5.326 2.992 -4.248  -0.7763
C: 4.305 2.119 -4.694  -0.9015
C: 3.273 1.797 -3.812  0.6994
C: 3.119 2.488 -2.611  -0.0933
H: 3.000 4.031 6.865  0.4463
H: 2.465 5.463 6.054  0.4539
H: 4.150 4.860 5.853  0.4064
H: 0.863 3.070 5.995  0.4920
H: 0.588 2.815 4.245  0.1320
H: 0.569 4.442 4.926  0.3728
H: 3.001 1.830 5.734  0.4341
H: 4.352 2.401 4.821  0.3341
H: 2.927 1.734 3.984  0.1760
H: 3.238 6.323 4.163  0.4346
H: 3.703 7.346 1.971  0.3906
H: 1.976 2.676 2.257  0.0847
H: 5.959 4.302 -2.677  0.3966
H: 6.204 3.196 -4.831  0.3971
H: 4.358 1.664 -5.681  0.4396
H: 2.483 1.068 -4.087  0.4385
F: -2.193 -0.006 -5.278  -0.3532
C: -0.968 -0.554 -5.409  -0.1687
C: -0.164 -0.721 -4.354  0.1799
N: 1.115 -1.264 -4.432  0.1770
C: 1.836 -1.646 -3.203  -1.4202
C: 1.928 -0.624 -2.048  0.8811
O: 2.638 -0.920 -1.066  -0.6849
O: 1.198 0.425 -2.265  0.6007
C: 1.673 -1.569 -5.645  0.5387
O: 2.777 -2.122 -5.820  -0.6946
N: 0.911 -1.148 -6.736  -0.0507
C: -0.391 -0.720 -6.767  0.3318
O: -0.952 -0.452 -7.803  -0.6463
H: -0.392 -0.364 -3.375  0.4877
H: 2.868 -1.923 -3.520  0.3900
H: 1.400 -2.597 -2.758  0.2716
H: 1.371 -1.221 -7.652  0.2564
C: -3.658 3.550 0.198  -0.9015
N: -2.208 3.749 0.413  0.1161
C: -1.845 4.093 1.788  -0.9602
C: -1.242 2.857 -0.180  0.4776
C: -1.082 2.985 -1.704  1.6005
C: -2.150 3.062 -2.587  -0.3369
C: -1.959 3.288 -3.961  -0.9913
C: -0.638 3.510 -4.396  -1.0252
C: 0.408 3.316 -3.519  -0.1573
C: 0.254 3.086 -2.156  -0.2771
H: -4.202 4.005 1.030  0.3481
H: -3.979 2.473 0.158  0.2785
H: -3.935 4.029 -0.770  0.2331
H: -1.743 3.124 2.378  0.2219
H: -2.620 4.695 2.254  0.5114
H: -0.941 4.666 1.814  0.2643
H: -1.268 1.788 0.131  -0.0996
H: -0.287 3.244 0.197  -0.7741
H: -3.160 2.982 -2.196  0.3499
H: -2.801 3.366 -4.654  0.3525
H: -0.398 3.727 -5.440  0.4182
H: 1.404 3.313 -3.982  0.3883

Computed properties:
DFT total energy ... -95656.4266 eV
HOMO level (spin up / spin down) ... -4.7 / -6.7 eV
Spin multiplicity ... 5
Net charge ... 0


(2)
The following is a DFT calculation (ωB97M-V with the def2-TZVPD basis set) of the molecule C5H10NP in a non-equilibrium geometry.

Each line ends with the Mulliken charge.
Geometry (Å):
C: -0.240 -0.440 2.200  -1.3820
C: 0.165 -0.544 0.792  0.6837
C: -0.978 -0.020 0.013  -1.1104
C: -0.671 -0.025 -1.576  -0.5089
C: 0.437 0.830 -2.128  -0.3060
P: 1.561 1.058 -0.748  0.0444
N: 1.412 0.141 0.564  -0.4802
H: -1.252 -0.683 2.396  0.3773
H: 0.021 0.633 2.547  0.2851
H: 0.347 -1.088 2.846  0.3434
H: 0.312 -1.657 0.400  0.1801
H: -0.943 1.059 0.330  0.3764
H: -1.937 -0.414 0.245  0.4808
H: -1.615 0.106 -2.087  0.3940
H: -0.248 -1.051 -1.540  0.2439
H: 0.634 0.936 -3.370  0.2696
H: 2.997 1.158 -0.886  0.1089

Computed properties:
DFT total energy ... -16121.7619 eV
HOMO level (spin up / spin down) ... -7.5 / -7.7 eV
SMILES ... C[C@H]1CCC=[PH]=N1
Relative energy (zero: lowest compared OMol25 entry of this formula, charge and spin) ... 3.1470 eV
Spin multiplicity ... 1
Net charge ... 0


(3)
The following is a DFT calculation (ωB97M-V with the def2-TZVPD basis set) of the molecule C3H7FOS in a non-equilibrium geometry.

Each line ends with the Mulliken charge.
Geometry (Å):
O: -0.833 1.695 0.685  -0.5151
C: -0.878 0.940 -0.498  -0.6616
C: -0.701 -0.552 -0.143  0.5088
F: -0.518 -1.129 -1.433  -0.3277
C: 0.563 -0.854 0.697  -0.9212
S: 2.229 -0.157 0.054  -0.2049
H: 0.043 2.184 0.714  0.3395
H: -0.144 1.165 -1.384  0.3138
H: -1.929 1.182 -0.965  0.2875
H: -1.724 -0.845 0.123  0.2744
H: 0.803 -1.885 0.835  0.4560
H: 0.425 -0.368 1.667  0.3099
H: 2.664 -1.375 -0.351  0.1407

Computed properties:
DFT total energy ... -18823.5871 eV
HOMO level ... -9.5 eV
SMILES ... OC[C@@H](F)CS
Relative energy (zero: lowest compared OMol25 entry of this formula, charge and spin) ... 1.2148 eV
Spin multiplicity ... 1
Net charge ... 0


(4)
The following is a DFT calculation (ωB97M-V with the def2-TZVPD basis set) of a structure of composition C25H30N7O3S2V in a non-equilibrium geometry.

Each line ends with the Mulliken charge.
Geometry (Å):
V: -0.085 0.122 0.552  -0.2095
O: 0.015 -2.798 3.147  -0.4419
C: -0.410 -2.146 2.243  -0.1613
N: 0.422 -1.370 1.406  0.4724
C: 1.764 -1.873 1.412  -1.2532
C: 2.354 -1.487 0.101  0.6809
C: 3.503 -2.086 -0.411  -1.0973
C: 3.902 -1.771 -1.697  -0.4647
C: 3.156 -0.843 -2.416  -1.1679
C: 2.062 -0.252 -1.808  0.1553
N: 1.643 -0.575 -0.576  0.7074
C: -1.823 -2.057 1.815  0.6596
C: -2.789 -2.954 2.262  -0.8144
C: -4.098 -2.756 1.841  -0.7160
C: -4.376 -1.653 1.047  -1.0210
C: -3.336 -0.823 0.641  0.2638
N: -2.073 -1.051 0.980  0.6778
H: 1.792 -2.968 1.541  0.7255
H: 2.341 -1.472 2.269  0.4263
H: 4.058 -2.793 0.191  0.5694
H: 4.769 -2.245 -2.135  0.4895
H: 3.413 -0.586 -3.435  0.5227
H: 1.506 0.490 -2.362  0.0400
H: -2.509 -3.766 2.923  0.6133
H: -4.885 -3.442 2.133  0.5048
H: -5.387 -1.447 0.727  0.5468
H: -3.560 0.037 0.025  0.2048
N: -3.607 3.790 -0.254  0.1457
C: -2.456 2.943 -0.693  2.3519
C: -2.858 2.031 -1.855  -1.6671
C: -1.670 1.225 -2.409  0.2132
N: -1.180 0.139 -1.513  -0.5902
C: -0.548 2.192 -2.785  -1.4512
C: -0.107 3.027 -1.581  0.0370
N: 0.474 2.195 -0.496  -0.5099
C: -1.292 3.856 -1.079  -1.8417
H: -4.349 3.229 0.189  0.4115
H: -4.016 4.317 -1.043  0.4113
H: -3.299 4.468 0.459  0.4299
H: -2.170 2.340 0.179  -1.7310
H: -3.220 2.643 -2.685  0.5585
H: -3.680 1.371 -1.569  0.6015
H: -2.022 0.739 -3.332  0.3953
H: -0.514 -0.398 -2.077  0.4462
H: -1.965 -0.497 -1.359  0.3838
H: -0.911 2.875 -3.555  0.5891
H: 0.287 1.663 -3.242  0.5055
H: 0.668 3.731 -1.913  0.3791
H: 0.535 2.798 0.330  0.3907
H: 1.446 2.015 -0.759  0.4334
H: -1.586 4.535 -1.884  0.4641
H: -0.986 4.468 -0.226  0.5682
O: -2.831 2.301 2.119  -0.6519
S: -2.121 1.411 3.003  0.8214
O: -2.711 0.153 3.284  -0.5131
N: -0.647 1.102 2.096  0.6566
C: 0.381 1.572 2.790  0.9040
S: 1.846 1.245 2.013  -0.0460
C: 0.107 2.233 4.040  0.2885
C: 1.003 2.854 4.918  -0.8368
C: 0.491 3.473 6.049  -0.7236
C: -0.870 3.443 6.336  -0.6309
C: -1.778 2.805 5.475  -0.7764
C: -1.270 2.233 4.340  0.5844
H: 2.064 2.864 4.713  0.5378
H: 1.166 3.982 6.721  0.4761
H: -1.245 3.921 7.231  0.4838
H: -2.831 2.768 5.715  0.5884

Computed properties:
DFT total energy ... -90304.0385 eV
HOMO level (spin up / spin down) ... -20.6 / -20.6 eV
Relative energy (zero: lowest compared OMol25 entry of this formula, charge and spin) ... 0.7799 eV
Spin multiplicity ... 1
Net charge ... +4


(5)
The following is a DFT calculation (ωB97M-V with the def2-TZVPD basis set) of a cluster of 2 separate species, C6H4ClF6O3P2 in total in a non-equilibrium geometry.

Each line ends with the Mulliken charge.
Geometry (Å):
O: -1.500 1.490 -0.238  -0.4413
C: -0.730 0.797 -0.840  0.1002
C: -0.646 0.762 -2.336  -0.4829
C: 0.535 0.545 -2.906  -0.4868
C: 1.707 0.382 -2.002  0.9009
O: 2.797 0.852 -2.259  -0.6423
C: 1.443 -0.304 -0.699  0.3712
P: 2.708 -1.378 0.068  0.1350
O: 3.989 -0.393 0.032  -0.4716
Cl: 3.068 -2.537 -1.661  -0.2959
C: 0.256 -0.081 -0.117  -0.4947
H: -1.566 0.918 -2.896  0.3999
H: 0.695 0.502 -3.980  0.4051
H: 3.922 0.288 -0.671  0.3983
H: -0.063 -0.483 0.846  0.6607
F: -3.393 1.115 2.851  -0.3569
P: -2.385 -0.183 2.814  1.0830
F: -3.274 -0.537 1.464  -0.3461
F: -1.167 0.897 2.536  -0.3331
F: -3.034 -1.562 3.443  -0.3420
F: -2.116 0.134 4.415  -0.3432
F: -1.245 -1.226 2.137  -0.4175

Computed properties:
DFT total energy ... -59841.6481 eV
HOMO level ... -7.1 eV
Spin multiplicity ... 1
Net charge ... -1